{
  "formula": "C21H18ClNO4S",
  "method": "ωB97M-V/def2-TZVPD",
  "species": ["O", "C", "O", "C", "C", "C", "C", "C", "N", "C", "C", "C", "C", "C", "C", "C", "S", "O", "O", "C", "C", "C", "C", "Cl", "C", "C", "C", "C", "H", "H", "H", "H", "H", "H", "H", "H", "H", "H", "H", "H", "H", "H", "H", "H", "H", "H"],
  "coordinates": [[1.6816, -4.1401, 3.2744], [0.7534, -3.3858, 3.1189], [0.0195, -2.9433, 4.1535], [0.3100, -2.8548, 1.8123], [-0.7386, -1.9443, 1.7074], [-1.1149, -1.4676, 0.4672], [-0.4501, -1.8789, -0.6836], [-0.8166, -1.3053, -2.0275], [-0.2802, 0.0351, -2.1812], [-1.1835, 1.1494, -2.3591], [-1.8942, 1.4983, -1.0772], [-1.1696, 1.9204, 0.0320], [-1.8102, 2.1968, 1.2259], [-3.1855, 2.0597, 1.3258], [-3.9156, 1.6467, 0.2252], [-3.2720, 1.3643, -0.9685], [1.2983, 0.2184, -2.6620], [1.3673, 1.2070, -3.7004], [1.8419, -1.0842, -2.9024], [2.0607, 0.9230, -1.1982], [2.3591, 0.1095, -0.1222], [2.8772, 0.6653, 1.0342], [3.0940, 2.0360, 1.0895], [3.7274, 2.7359, 2.5307], [2.8143, 2.8521, 0.0013], [2.2918, 2.2854, -1.1486], [0.5895, -2.7979, -0.5759], [0.9669, -3.2849, 0.6607], [0.3558, -3.3281, 4.9779], [-1.2534, -1.6186, 2.5975], [-1.9335, -0.7688, 0.3898], [-1.9026, -1.2528, -2.1338], [-0.4055, -1.9371, -2.8201], [-0.5657, 1.9833, -2.6981], [-1.9141, 0.9264, -3.1480], [-0.0977, 2.0227, -0.0439], [-1.2347, 2.5209, 2.0801], [-3.6859, 2.2755, 2.2579], [-4.9879, 1.5390, 0.2956], [-3.8476, 1.0390, -1.8238], [2.1890, -0.9515, -0.2003], [3.1120, 0.0442, 1.8840], [3.0006, 3.9129, 0.0586], [2.0661, 2.8845, -2.0167], [1.1108, -3.1109, -1.4680], [1.7726, -3.9967, 0.7594]],
  "atomic_forces_ev_per_a": [[-0.038, 0.031, -0.076], [0.424, -0.366, 0.285], [-0.388, 0.272, 0.213], [-0.085, 0.142, -0.300], [0.107, -0.095, 0.066], [0.009, -0.039, -0.096], [-0.080, -0.264, 0.147], [0.255, -0.449, 0.037], [0.866, 0.048, -0.587], [-0.080, 0.411, -0.047], [-0.174, 0.020, 0.003], [-0.058, 0.027, -0.040], [0.125, 0.029, -0.005], [-0.103, -0.025, 0.033], [-0.102, -0.009, 0.103], [0.148, 0.018, -0.104], [-0.174, 0.333, 0.240], [-0.070, 0.108, 0.249], [-0.110, -0.157, 0.308], [-0.103, -0.114, -0.574], [0.041, -0.079, 0.042], [-0.028, 0.064, -0.052], [-0.133, -0.084, -0.297], [0.096, 0.100, 0.213], [-0.001, -0.090, 0.126], [0.012, 0.025, -0.146], [-0.179, -0.018, -0.032], [-0.026, -0.024, 0.282], [0.138, -0.062, -0.284], [-0.054, 0.034, 0.059], [-0.107, 0.106, 0.012], [0.088, 0.081, -0.050], [-0.254, -0.045, 0.084], [-0.272, 0.071, -0.045], [0.111, 0.064, 0.046], [0.125, -0.001, 0.044], [0.056, 0.031, 0.082], [-0.044, 0.019, 0.080], [-0.088, -0.009, 0.011], [-0.045, -0.045, -0.105], [0.019, -0.120, 0.110], [0.032, -0.044, 0.083], [0.023, 0.079, 0.016], [0.005, 0.136, -0.060], [0.053, -0.052, -0.076], [0.065, -0.054, 0.002]],
  "lowdin_charge": [0.107, -0.491, 0.105, -0.136, 0.007, -0.006, -0.193, -0.127, -0.220, -0.145, -0.220, -0.032, -0.072, -0.088, -0.083, -0.051, 0.687, -0.279, -0.265, -0.267, -0.038, -0.076, -0.668, 0.692, -0.091, -0.066, -0.042, -0.002, 0.133, 0.118, 0.103, 0.138, 0.122, 0.120, 0.133, 0.098, 0.106, 0.102, 0.103, 0.111, 0.098, 0.111, 0.110, 0.117, 0.115, 0.124],
  "e_above_lowest_kcal_mol": 0.0,
  "e_homo_ev": -9.301,
  "smiles": "O=C(O)c1ccc(CN(Cc2ccccc2)S(=O)(=O)c2ccc(Cl)cc2)cc1",
  "orbital_gap_ev": 9.6
}

***

{
  "formula": "C5H11BO2",
  "method": "ωB97M-V/def2-TZVPD",
  "species": ["B", "C", "C", "C", "C", "C", "O", "O", "H", "H", "H", "H", "H", "H", "H", "H", "H", "H", "H"],
  "coordinates": [[2.5633, 0.0146, 0.3796], [-1.0984, 1.4014, -0.8948], [-0.2903, 1.1765, 0.2875], [-1.1897, 0.0142, -0.2034], [-2.2933, -0.1246, 0.8670], [-0.4389, -1.1845, -0.8363], [2.6027, -1.2981, 0.7908], [3.6191, 0.7398, -0.1179], [-2.0325, 2.0929, -0.7001], [-0.7394, 1.5668, -1.8477], [-0.4538, 1.7881, 1.2434], [-1.8152, -0.0193, 1.7876], [-2.7514, -1.0759, 0.6956], [-2.9224, 0.7749, 0.6444], [-0.9884, -2.0704, -0.9853], [0.3619, -1.3503, -0.1474], [-0.0204, -0.9722, -1.7543], [3.5414, -1.5923, 0.9808], [4.3458, 0.1185, -0.1895]],
  "atomic_forces_ev_per_a": [[-0.510, 0.219, -0.312], [-3.296, 0.994, 2.030], [0.340, -0.354, 0.917], [1.690, 1.781, 0.524], [0.063, 0.919, -3.244], [-0.773, 1.313, 2.358], [1.412, 0.596, 0.216], [-1.157, -0.526, 0.582], [1.740, -1.204, -0.477], [0.965, -0.152, -1.933], [0.449, -1.238, -1.407], [0.275, -0.194, 1.771], [-0.892, -0.389, 0.400], [-0.131, -1.149, 0.694], [-1.101, -1.023, 0.161], [0.553, -0.702, 0.273], [0.908, 0.914, -2.019], [-1.354, 0.209, -0.284], [0.821, -0.016, -0.251]],
  "lowdin_charge": [-0.370, -0.148, -0.046, -0.447, -0.036, -0.024, 0.090, 0.120, 0.131, 0.065, 0.109, 0.049, 0.067, 0.089, 0.061, 0.035, 0.053, 0.123, 0.080],
  "e_above_lowest_kcal_mol": 123.0,
  "e_homo_ev": [-7.780, -7.954],
  "orbital_gap_ev": [8.0, 7.6]
}

***

{
  "formula": "C5H11N3O",
  "method": "ωB97M-V/def2-TZVPD",
  "species": ["C", "C", "C", "O", "N", "N", "C", "N", "C", "H", "H", "H", "H", "H", "H", "H", "H", "H", "H", "H"],
  "coordinates": [[-0.2440, -2.7846, -1.6515], [0.1713, -1.5970, -1.2607], [0.3342, -1.2123, 0.1501], [0.6418, -1.8964, 1.0995], [0.0213, 0.1984, 0.3589], [-0.4855, 1.0423, -0.6805], [-1.8762, 1.4879, -0.3256], [0.3382, 0.7356, 1.6341], [1.7425, 1.0635, 1.4461], [-0.0799, -3.0309, -2.6771], [-0.5850, -3.5226, -0.9429], [0.4505, -0.7665, -1.9949], [0.0742, 1.9000, -0.7879], [-2.0128, 1.8778, 0.7161], [-2.1220, 2.2792, -1.0833], [-2.5418, 0.6772, -0.4438], [0.2299, 0.0768, 2.3787], [1.9615, 1.7473, 2.2163], [2.3031, 0.2054, 1.3640], [1.6786, 1.5191, 0.4845]],
  "atomic_forces_ev_per_a": [[0.597, 0.032, 0.217], [0.703, 1.390, -1.035], [-1.428, 3.051, 0.304], [0.114, -0.126, -0.311], [-0.436, -2.561, -0.255], [-0.833, -0.098, 1.832], [1.050, 1.476, -0.388], [-0.229, 0.908, -1.580], [-2.141, 1.393, 0.245], [-0.590, -0.349, -0.581], [0.063, -0.182, 0.016], [-0.318, -1.532, 1.030], [0.129, -0.689, 0.368], [0.504, -0.158, -0.847], [0.004, -0.621, 0.809], [-0.690, -0.986, -0.275], [-0.461, -0.842, -0.057], [1.189, 0.780, 0.802], [1.773, -1.850, 0.176], [1.000, 0.966, -0.468]],
  "lowdin_charge": [0.042, -0.111, -0.424, 0.073, -0.176, -0.056, -0.092, -0.041, -0.082, 0.054, 0.072, 0.125, 0.107, 0.079, 0.088, 0.048, 0.102, 0.072, 0.055, 0.066],
  "e_above_lowest_kcal_mol": 88.5,
  "e_homo_ev": -8.941,
  "smiles": "C=CC(=O)N(NC)NC",
  "orbital_gap_ev": 9.9
}